Molecular formula: C21H25CuN5
Method: DFT, ωB97M-V/def2-TZVPD

Each line ends with the Löwdin charge.
Atoms and positions in Å:
Cu -1.94515 -0.21377 0.84209  0.370
N 0.47193 1.28662 -0.78310  0.142
N 0.99239 -3.84555 0.67256  0.169
N -0.54940 -1.32339 0.22732  -0.226
N 0.75631 0.34743 -2.83288  0.167
N 2.80656 -2.69235 1.05740  0.170
C 0.85435 2.32886 -1.59029  -0.221
C -0.26628 -1.10301 -1.18730  -0.251
C 3.06514 -4.02076 1.15587  -0.260
C 4.35909 -5.98586 1.62949  -0.118
C 1.62551 4.45883 -2.40002  -0.128
C 3.19774 -6.74962 1.30703  -0.106
C 1.94553 -6.15060 0.96543  -0.002
C 1.08677 1.71702 -2.85505  -0.230
C -2.76167 2.81531 -0.33397  -0.072
C 1.92735 -4.74921 0.84961  -0.241
C 1.56263 2.49085 -3.88475  -0.035
C 0.41001 0.15140 -1.63527  -0.341
C -2.47542 2.93228 2.20967  -0.077
C -3.40849 2.46253 1.05008  -0.689
C 1.51922 -2.64216 0.88091  -0.337
C 0.77789 -1.36950 0.90438  -0.227
C 1.10374 3.67042 -1.35087  -0.031
C -3.62794 0.91607 1.11861  -0.246
C -4.73025 3.09468 1.27871  -0.130
C 1.78327 3.85846 -3.60766  -0.152
C 4.24796 -4.60968 1.61772  -0.034
H -1.80326 2.24872 -0.50949  0.049
H 5.29321 -6.58763 1.79334  0.104
H 0.03437 -4.03495 0.34760  0.185
H -2.38049 4.01558 2.20059  0.064
H -5.21080 2.84290 2.24687  0.084
H 0.61067 -1.11806 1.97851  0.115
H 1.13121 -6.74039 0.64910  0.079
H 5.08801 -4.00565 1.88634  0.095
H 3.37951 -7.79422 1.28033  0.067
H 1.85812 5.50080 -2.38565  0.086
H 1.47298 -0.55672 0.59934  0.106
H -4.62173 4.19165 1.28643  0.071
H -3.23564 2.63481 -1.32477  0.085
H 2.17386 4.40393 -4.46737  0.089
H -4.18326 0.69354 2.03173  0.009
H -4.19809 0.71337 0.22644  0.004
H -1.47758 2.62777 1.92242  0.050
H 0.23672 1.18527 0.22538  0.136
H -1.15873 -1.14404 -1.79982  0.108
H 0.45367 -1.79177 -1.60462  0.101
H -5.50945 2.92532 0.54070  0.071
H -2.44773 3.84384 -0.32564  0.054
H 0.84936 4.16860 -0.33192  0.133
H -2.78404 2.60206 3.17735  0.067
H 1.70028 2.09998 -4.94892  0.126

The LUMO energy is 3.0 eV. For the HOMO energy, the calculation gives -4.3 eV. The HOMO-LUMO gap is 7.31 eV. The charge is -1.



Molecular formula: C14H18F4N2O16
Method: DFT, ωB97M-V/def2-TZVPD

Each line ends with the Löwdin charge.
Atoms and positions in Å:
F 3.13908 -7.01332 4.41468  0.069
F 0.73697 3.35814 -1.60358  0.050
F -1.36659 -0.36532 -2.74691  0.040
F -3.11500 4.92868 1.12759  0.081
O -1.08243 5.21813 0.20363  0.111
O 2.23513 -4.35708 1.13823  0.183
O -6.54747 0.93415 0.81373  0.072
O 2.83067 2.42749 0.27142  0.081
O 2.52606 -3.81912 3.31819  0.064
O 3.25657 -5.77151 2.56063  0.140
O -1.00331 0.22974 0.21245  0.031
O 2.98296 3.55937 -1.64712  0.139
O 0.56524 -1.13872 -3.62473  0.124
O 4.13891 4.26634 0.17817  0.207
O -1.70519 -1.74920 -0.20123  0.076
O -0.63415 4.05992 2.05887  0.080
O -0.19764 -1.70871 -5.64182  0.081
O 0.67502 5.81758 1.50438  0.193
O -4.72528 2.03861 1.15275  0.062
O 1.62783 -2.72883 -4.81700  0.194
N -0.88408 -0.97924 0.25077  -0.425
N -5.34019 1.02294 0.88827  -0.444
C 2.62437 -4.61564 2.22432  -0.539
C -1.44527 3.23478 1.22769  -0.071
C -1.23102 -0.93220 -5.03645  -0.038
C 3.38790 3.51324 -0.32954  -0.517
C 2.64998 -4.64304 4.46802  -0.050
C 0.36964 -1.54475 0.81026  0.068
C -2.14695 4.31099 0.40832  -0.315
C 2.15083 1.66314 -0.71415  -0.070
C 1.92559 2.68255 -1.81188  -0.307
C 3.51218 -5.79382 3.94685  -0.304
C 0.74113 -1.95442 -4.70507  -0.548
C -0.24803 5.11375 1.29617  -0.540
C -4.55732 -0.20339 0.59554  0.043
C -0.53277 -0.29409 -3.83870  -0.295
H -4.87398 -1.05509 1.18629  0.104
H 4.57936 -5.70430 4.15464  0.170
H 1.87267 2.27126 -2.81689  0.162
H -1.69633 -0.23226 -5.71900  0.141
H 0.42521 -1.37468 1.88092  0.110
H -1.95753 -1.62506 -4.60901  0.146
H -0.85088 2.60525 0.57191  0.104
H 1.14131 -0.97898 0.29291  0.089
H 2.80323 0.86117 -1.06826  0.145
H 0.45528 -2.60266 0.59628  0.085
H -2.52295 3.97612 -0.55532  0.169
H 1.21411 1.25017 -0.34574  0.107
H 3.12391 -4.05377 5.24537  0.140
H -4.81394 -0.44685 -0.43693  0.107
H -2.19772 2.63904 1.74025  0.127
H -0.21319 0.74440 -3.89496  0.163
H 1.69777 -5.06626 4.79888  0.146
H -3.49970 0.02538 0.62590  0.059

The LUMO energy is -0.5 eV. For the HOMO energy, the calculation gives -11.0 eV. Its energy relative to the best compared isomer or geometry (same formula, charge and spin) is 8.2 kJ/mol. The SMILES is O=C1OC[C@@H](F)O1.O=C1OC[C@@H](F)O1.O=C1OC[C@@H](F)O1.O=C1OC[C@@H](F)O1.C[N+](=O)[O-].C[N+](=O)[O-]. The HOMO-LUMO gap is 10.54 eV. The charge is 0.



Molecular formula: CH6NO
Method: DFT, ωB97M-V/def2-TZVPD

Each line ends with the Löwdin charge.
Atoms and positions in Å:
O 2.33585 0.31847 -0.85616  0.007
N -0.52142 -0.23586 0.86445  -0.112
C -1.82950 -0.01207 0.08785  -0.162
H 0.34765 -0.60039 0.34629  0.033
H -1.93174 -1.01486 -0.32727  0.055
H 1.85433 -0.50774 -0.71220  -0.023
H -2.77818 0.26462 0.57023  0.070
H -1.60041 0.56905 -0.79977  0.050
H -0.01348 0.69441 1.12887  0.082

The LUMO energy (spin up / spin down) is 0.8 / -2.3 eV. As for the expectation value of S²: 0.753. For the HOMO energy (spin up / spin down), the calculation gives -9.6 / -9.6 eV. The spin multiplicity is 2. Its energy relative to the best compared isomer or geometry (same formula, charge and spin) is 192.0 kJ/mol. The HOMO-LUMO gap (spin up / spin down) is 10.43 / 7.25 eV. The charge is 0.



Molecular formula: C4H3NO2
Method: DFT, ωB97M-V/def2-TZVPD

Each line ends with the Löwdin charge.
Atoms and positions in Å:
O 0.51775 -0.77774 -0.59077  0.047
O -1.57215 -1.60987 2.06271  0.096
N 0.08220 0.86856 0.83782  0.150
C -1.22360 -1.22547 0.97896  -0.169
C 0.72995 1.37895 -0.27547  -0.103
C -0.03071 -0.39728 0.59024  -0.315
C 0.99466 0.36948 -1.13824  -0.080
H -1.83562 -1.32974 0.05163  0.140
H 0.92570 2.43743 -0.38453  0.109
H 1.41181 0.28569 -2.13236  0.125

The LUMO energy is 0.1 eV. For the HOMO energy, the calculation gives -9.9 eV. Its energy relative to the best compared isomer or geometry (same formula, charge and spin) is 159.6 kJ/mol. The SMILES is O=Cc1ncco1. The HOMO-LUMO gap is 10.06 eV. The charge is 0.



| no. | DFT total energy (eV) | maximum force (eV Å⁻¹) |
| --- | --- | --- |
| 1 | -74273.3337 | 4.45 |
| 2 | -61414.8515 | 1.47 |
| 3 | -4668.1126 | 3.45 |
| 4 | -9780.0325 | 0.93 |